Computed, not measured: a 2-piece molecular cluster, CH5ClNP overall, with ωB97M-V with the def2-TZVPD basis set.

Summary:
LUMO energy: -0.331 eV
Energy above the lowest of the compared OMol25 structures with the same formula, charge and spin: 56.7 kcal per mole
SMILES: C=PCl.N
Multiplicity: 1

Last column: Mulliken charge in e.
Element x y z (Å)
C1 0.54 -1.87 0.89  -0.485
P1 0.60 -1.60 -0.73  0.072
Cl1 2.23 -0.38 -0.88  -0.207
H1 -0.41 -1.97 1.12  0.340
H2 1.30 -1.63 1.63  0.282
N1 -1.21 1.78 -0.68  -0.636
H3 -0.89 0.89 -0.18  0.183
H4 -1.93 2.41 -0.23  0.214
H5 -0.24 2.36 -0.95  0.238

---

Computed, not measured: a 2-piece molecular cluster, C3H9S overall, with ωB97M-V with the def2-TZVPD basis set.

Summary:
LUMO energy: 3.179 eV
Energy above the lowest of the compared OMol25 structures with the same formula, charge and spin: 25.4 kcal per mole
Net charge: -1
Multiplicity: 1

Last column: Mulliken charge in e.
Element x y z (Å)
S1 -2.21 1.25 -3.10  -0.889
H1 -1.66 0.49 -2.18  -0.111
C1 1.54 -0.18 3.15  -0.914
C2 0.85 -0.88 1.98  -0.159
C3 1.79 -1.34 0.86  -1.209
H2 1.34 -0.89 4.05  0.230
H3 1.44 0.90 3.22  0.308
H4 2.66 -0.28 2.98  0.260
H5 0.29 -0.03 1.35  0.166
H6 0.09 -1.62 2.42  0.316
H7 1.20 -1.49 -0.03  0.349
H8 2.55 -0.51 0.70  0.313
H9 2.28 -2.23 1.11  0.340

---

Computed, not measured: C14H25ClINOPRh as an isolated structure, with ωB97M-V with the def2-TZVPD basis set.

Summary:
LUMO energy (alpha / beta): -8.135 / -9.289 eV
Energy above the lowest of the compared OMol25 structures with the same formula, charge and spin: 114.1 kcal per mole
<S²>: 6.062
Net charge: +2
Multiplicity: 5

Last column: Löwdin spin population.
Element x y z (Å)
C1 1.50 -1.43 -1.96  0.209
I1 3.17 0.29 -2.37  0.747
H1 0.84 -2.29 -2.29  0.025
H2 2.05 -1.84 -1.10  0.005
H3 2.29 -1.28 -2.76  0.043
Rh1 -2.52 0.87 -0.01  1.530
P1 -1.14 0.43 -2.54  0.166
C2 0.11 0.72 -3.93  0.036
C3 -1.80 -1.00 -3.52  -0.001
H4 -3.25 1.65 -3.15  0.004
H5 -1.95 2.01 -4.32  0.008
H6 -1.90 2.75 -2.68  0.001
C4 -2.17 1.84 -3.25  0.115
H7 -2.80 -1.30 -3.17  0.000
H8 -1.88 -0.72 -4.58  -0.001
H9 -0.33 0.68 -4.94  0.001
H10 0.88 -0.06 -3.86  0.000
H11 -1.11 -1.83 -3.41  0.001
H12 0.58 1.69 -3.77  0.002
C5 0.58 -0.30 -1.45  0.251
O1 1.16 0.19 -0.44  0.054
Cl1 -4.75 0.49 0.55  0.280
C6 2.27 -0.81 2.50  0.001
N1 1.88 0.62 2.62  0.005
C7 3.07 1.52 2.44  0.000
C8 0.64 1.11 1.85  0.028
C9 -0.55 0.32 2.17  0.133
C10 -0.79 0.04 3.53  -0.004
C11 -1.52 -1.08 3.88  0.137
C12 -2.07 -1.91 2.88  -0.006
C13 -2.09 -1.49 1.54  0.093
C14 -1.61 -0.18 1.35  0.116
H13 2.26 -1.04 1.43  0.001
H14 1.55 -1.44 3.05  0.000
H15 3.30 -0.89 2.88  0.000
H16 1.62 0.72 3.60  0.000
H17 3.34 1.48 1.38  0.000
H18 2.79 2.54 2.73  0.000
H19 3.90 1.15 3.07  0.000
H20 0.57 2.15 2.15  0.007
H21 0.91 1.07 0.79  0.005
H22 -0.32 0.72 4.26  -0.002
H23 -1.62 -1.27 4.97  0.006
H24 -2.57 -2.83 3.16  -0.002
H25 -2.52 -2.08 0.73  0.004

---

Computed, not measured: a 2-piece molecular cluster, C4H6ClO2PS overall, with ωB97M-V with the def2-TZVPD basis set.

Summary:
LUMO energy (alpha / beta): -1.669 / -1.677 eV
Energy above the lowest of the compared OMol25 structures with the same formula, charge and spin: 55.2 kcal per mole
Multiplicity: 1

Last column: Mulliken charge in e.
Element x y z (Å)
C1 -1.28 0.10 1.59  -0.720
C2 1.72 -1.57 0.46  -0.978
C3 -1.54 1.12 0.71  0.031
C4 1.86 -1.14 -0.78  0.384
O1 -0.85 1.11 -0.45  -0.592
O2 1.95 0.12 -1.16  -0.342
P1 1.50 1.52 -0.28  0.742
S1 2.04 1.53 1.58  -0.228
Cl1 1.93 2.89 -1.56  -0.129
H1 -1.89 0.06 2.40  0.286
H2 -0.61 -0.60 1.41  0.368
H3 1.52 -2.52 0.77  0.257
H4 1.71 -0.99 1.35  0.237
H5 -2.38 1.80 0.89  0.356
H6 2.09 -1.87 -1.58  0.327